Formula: C22H52Cl6O8
Source: OMol25
Level of theory: ωB97M-V with the def2-TZVPD basis set

The geometry in XYZ format:
```
88
Properties=species:S:1:pos:R:3:mulliken_charge:R:1
C 5.1862 2.4335 2.4975 -0.76
O 4.5245 1.2011 2.2820 -0.21
C 4.7586 0.1048 3.1980 -0.65
C 4.5244 -1.3170 2.6663 0.32
O 4.0134 -2.1254 3.6884 -0.41
C 5.0590 -2.6645 4.5486 -0.83
H 4.7082 2.7400 3.4279 0.32
H 5.0193 3.1887 1.7294 0.22
H 6.2647 2.3364 2.6223 0.30
H 4.2330 0.4157 4.1009 0.37
H 5.8353 0.0385 3.3545 0.30
H 5.4313 -1.7696 2.2653 0.18
H 3.8332 -1.2474 1.8263 -0.11
H 6.1025 -2.5517 4.2544 0.33
H 4.9179 -3.6895 4.8915 0.28
H 4.9787 -2.0026 5.4109 0.35
C -3.1143 3.1414 -6.5688 -0.72
O -2.9375 1.9306 -5.7760 -0.26
C -1.9788 1.0320 -6.2921 -0.71
C -0.9458 0.5860 -5.2141 -0.15
O -0.2976 1.6802 -4.5722 -0.42
C 0.4537 1.4042 -3.3806 -0.63
H -3.9469 3.6207 -6.0538 0.21
H -3.2898 3.0042 -7.6358 0.32
H -2.1921 3.7192 -6.5073 0.31
H -1.3800 1.4644 -7.0937 0.40
H -2.5608 0.2220 -6.7317 0.33
H -0.2069 -0.0437 -5.7098 0.44
H -1.3898 -0.2028 -4.6067 0.01
H 1.3030 0.7259 -3.4630 0.41
H -0.2704 0.8857 -2.7521 0.19
H 0.8194 2.3235 -2.9233 0.35
C 6.9643 -5.0074 1.0064 -0.74
O 5.5159 -4.8739 0.9649 -0.33
C 4.9417 -4.5152 -0.2517 -0.58
C 3.4515 -4.3977 -0.3176 0.15
O 2.9204 -4.5846 -1.5857 -0.44
C 3.1669 -3.5720 -2.6621 -0.49
H 7.1483 -5.7511 0.2312 0.35
H 7.3686 -5.3333 1.9648 0.23
H 7.3805 -4.0426 0.7163 0.30
H 5.1430 -5.2832 -0.9986 0.45
H 5.3980 -3.6614 -0.7527 0.38
H 3.1972 -3.4208 0.0935 -0.26
H 3.1566 -5.1263 0.4376 0.38
H 4.0667 -3.9372 -3.1572 0.29
H 3.2637 -2.6108 -2.1573 0.16
H 2.3213 -3.5840 -3.3498 0.21
C -2.8575 1.9473 2.7488 -0.73
O -4.0986 2.5396 2.2729 -0.22
C -5.3047 2.2101 3.0762 -0.50
C -5.5689 3.4443 4.0284 -0.33
O -6.8127 3.4473 4.6727 -0.35
C -7.1160 4.5122 5.5104 -0.70
H -1.9845 2.1234 2.1204 0.15
H -2.9060 0.8951 3.0292 0.33
H -2.6436 2.3574 3.7358 0.34
H -5.2928 1.3352 3.7262 0.33
H -6.2189 2.1533 2.4853 0.29
H -5.6913 4.3045 3.3703 0.26
H -4.8202 3.5583 4.8123 0.29
H -6.4582 4.4064 6.3731 0.31
H -8.1397 4.2662 5.7923 0.23
H -7.0451 5.4878 5.0294 0.29
Cl -2.4057 -2.1799 -2.3477 -0.14
C -3.7855 -2.2855 -1.0991 -0.39
C -3.8688 -3.6765 -0.5858 -0.43
Cl -4.3734 -4.7306 -1.9535 -0.19
H -4.6659 -1.9327 -1.6363 0.38
H -3.6528 -1.5437 -0.3116 0.06
H -4.7042 -3.7941 0.1044 0.34
H -2.9196 -3.9651 -0.1342 0.31
Cl -1.4576 -0.2260 0.5846 -0.08
C 0.3091 0.3264 0.4313 -0.91
C 1.2665 -0.6533 -0.2669 -0.32
Cl 2.5527 0.0732 -1.2461 -0.26
H 0.6015 0.5030 1.4664 0.52
H 0.3549 1.3467 0.0505 0.38
H 0.7275 -1.3158 -0.9442 0.28
H 1.7755 -1.3602 0.3882 0.34
Cl -3.7799 1.1013 -1.9815 -0.16
C -2.7847 2.6054 -1.8650 0.00
C -3.5927 3.8193 -1.3767 -0.14
Cl -2.7839 5.4021 -1.6064 -0.22
H -2.3030 2.6903 -2.8391 0.31
H -2.0916 2.3299 -1.0701 -0.13
H -3.7747 3.6952 -0.3091 0.03
H -4.5448 3.8988 -1.9013 0.32
```

- HOMO energy: -9.5 eV
- Net charge: 0
- Total energy: -115163.9117 eV
- Structure (SMILES): COCCOC.COCCOC.COCCOC.COCCOC.ClCCCl.ClCCCl.ClCCCl
- HOMO-LUMO gap: 10.06 eV
- LUMO: 0.5 eV
- F_max: 3.0 eV/A